Record 1
C4H9N2O | the ωB97M-V functional and the def2-TZVPD basis

CARTESIAN COORDINATES (ANGSTROEM)
C -2.09393 1.40277 0.92791
C -1.10151 0.46742 0.38645
C 0.26375 0.64048 0.35920
N 0.71614 -0.56193 -0.22870
C -0.12804 -1.51664 0.07074
N -1.27187 -0.91172 0.49881
H -1.82347 2.44561 0.80019
H -2.65047 1.13388 1.82785
H -3.02819 1.39173 0.33131
H 0.82384 1.26096 1.03925
H 1.63622 -0.55047 -0.73623
H -0.21299 -2.52789 -0.29890
H -2.06773 -1.52942 0.46371
H 2.96293 -0.04120 -2.44877
H 3.09857 1.12781 -1.54197
O 2.80588 0.20783 -1.52893

* net charge: +1
* E_HOMO: -13.612 eV
* electronic energy: -342.285573 a.u.
* energy above the lowest of the compared OMol25 structures with the same formula, charge and spin: 45.0 kcal per mole
* HOMO-LUMO gap: 10.190 eV

***

Record 2
C4H9N2O | the ωB97M-V functional and the def2-TZVPD basis

CARTESIAN COORDINATES (ANGSTROEM)
C 0.98525 -1.54960 -0.07828
N 0.84746 -0.28521 0.10771
C 1.71250 0.71117 -0.46484
C -0.20464 0.31442 0.91769
C -1.21465 0.99045 -0.01741
N -2.27482 0.56009 -0.46071
O -2.54849 -0.73654 -0.03051
H 1.73096 -1.98678 -0.77343
H 0.39040 -2.33834 0.35436
H 1.04694 1.38242 -1.06032
H 2.03260 1.31438 0.35061
H 2.42350 0.02899 -1.06720
H 0.20427 1.09560 1.43760
H -0.53776 -0.59649 1.46936
H -1.09892 1.98386 -0.43870
H -3.49461 -0.88842 -0.24591

* net charge: +1
* E_HOMO: -14.433 eV
* electronic energy: -342.190780 a.u.
* energy above the lowest of the compared OMol25 structures with the same formula, charge and spin: 104.5 kcal per mole
* HOMO-LUMO gap: 9.370 eV

***

Record 3
C4H9N2O | the ωB97M-V functional and the def2-TZVPD basis

CARTESIAN COORDINATES (ANGSTROEM)
C 1.18841 1.93600 -0.36873
C 0.05398 0.98196 -0.14370
C 0.01137 -0.37021 -0.28674
N -0.98811 -0.77781 0.66631
C -1.55148 0.27623 1.22533
N -1.01050 1.35174 0.68927
H 2.09396 1.51033 0.04864
H 0.91853 2.89495 0.06037
H 1.34535 2.05049 -1.44375
H 0.03373 -1.20038 -0.98376
H -0.98515 -1.65150 1.17822
H -2.41796 0.23644 1.86700
H -1.29614 2.31949 0.72229
H 1.72532 -3.50991 -1.70317
H 2.30856 -2.12570 -1.25393
O 1.52165 -2.67857 -1.26256

* net charge: +1
* E_HOMO: -13.990 eV
* electronic energy: -342.305415 a.u.
* energy above the lowest of the compared OMol25 structures with the same formula, charge and spin: 32.5 kcal per mole
* HOMO-LUMO gap: 10.784 eV

***

Record 4
C4H9N2O | the ωB97M-V functional and the def2-TZVPD basis

CARTESIAN COORDINATES (ANGSTROEM)
O 1.35123 2.70177 -0.42113
C 2.54384 3.02101 0.28899
H 1.07541 3.49942 -0.91921
H 2.83506 2.11140 0.84070
H 2.39038 3.83813 1.01381
H 3.36858 3.30123 -0.38768
C -2.15360 -2.44722 0.59168
C -1.73280 -1.16979 0.85048
C -0.65373 -1.89374 -0.95491
N -1.46966 -2.86093 -0.52476
N -0.81122 -0.86220 -0.11983
H -2.87448 -3.08133 1.10778
H -2.01413 -0.46950 1.63697
H 0.01038 -1.93766 -1.81811
H -1.56239 -3.78705 -0.97972
H -0.30286 0.03647 -0.20506

* net charge: +1
* E_HOMO: -13.195 eV
* electronic energy: -342.319974 a.u.
* energy above the lowest of the compared OMol25 structures with the same formula, charge and spin: 23.4 kcal per mole
* HOMO-LUMO gap: 9.922 eV

***

Record 5
C4H9N2O | the ωB97M-V functional and the def2-TZVPD basis

CARTESIAN COORDINATES (ANGSTROEM)
C -0.73245 1.45483 0.03812
N -1.30483 0.27272 -0.57511
C -0.97386 -0.78554 0.34284
C 0.54797 -0.98252 0.35999
N 1.37727 -0.68062 -0.95909
C 1.24577 0.28419 0.31661
O 0.63972 1.47431 0.10317
H -0.97978 2.28209 -0.61888
H -1.09181 1.70698 1.13421
H -2.31995 0.44509 -0.61098
H -1.49990 -1.69014 0.05156
H -1.45365 -0.60231 1.37898
H 1.01613 -1.91516 0.88643
H 2.31003 -1.27645 -0.89710
H 0.95273 -0.42213 -1.84000
H 2.26661 0.43468 0.88925

* net charge: +1
* E_HOMO: -14.267 eV
* electronic energy: -342.229235 a.u.
* energy above the lowest of the compared OMol25 structures with the same formula, charge and spin: 80.3 kcal per mole
* HOMO-LUMO gap: 10.818 eV

***

Record 6
C4H9N2O | the ωB97M-V functional and the def2-TZVPD basis

CARTESIAN COORDINATES (ANGSTROEM)
C 2.04476 0.27250 -0.94858
C 1.51266 -0.00016 0.26300
C -2.10448 0.55203 0.19838
C 0.17502 0.62184 0.68254
N -3.39802 -0.60330 -0.43860
N -1.03828 -0.23467 0.76492
O -2.54222 0.25718 -1.12659
H 2.96354 -0.13819 -1.46254
H 1.59544 0.99856 -1.64116
H 2.03276 -0.70180 0.92232
H -2.67786 1.35492 0.77343
H -0.14924 1.36022 -0.01165
H 0.46293 1.13568 1.74416
H -2.96669 -1.59175 -0.46151
H -1.17017 -0.63080 1.70804
H -0.89335 -0.98912 -0.05793

* net charge: +1
* E_HOMO (spin up / spin down): -12.190 / -14.467 eV
* spin multiplicity: 3
* electronic energy: -341.971025 a.u.
* energy above the lowest of the compared OMol25 structures with the same formula, charge and spin: 120.2 kcal per mole
* HOMO-LUMO gap (spin up / spin down): 8.450 / 7.525 eV

***

Record 7
C4H9N2O2 | the ωB97M-V functional and the def2-TZVPD basis

CARTESIAN COORDINATES (ANGSTROEM)
O 1.23464 3.35255 -0.29605
C -0.13006 0.84065 0.12649
N -1.21497 0.43613 0.37994
C -1.37529 -0.62201 1.60983
O -2.41152 -1.32623 1.57827
C 1.00204 0.16874 -0.74818
N 1.22494 -1.14141 -0.55627
C 0.03106 -1.85966 -0.90117
H 0.17374 1.91276 0.34597
H -0.42257 -1.20849 1.56966
H -1.28311 0.07541 2.47051
H 0.77210 0.51676 -1.76028
H 1.86758 0.78097 -0.48179
H -0.26486 -1.74613 -1.95453
H 0.14970 -2.92454 -0.69552
H -0.87585 -1.52090 -0.35819
H 1.52243 4.26540 -0.32869

* net charge: -1
* E_HOMO: -4.001 eV
* electronic energy: -417.576357 a.u.
* energy above the lowest of the compared OMol25 structures with the same formula, charge and spin: 192.2 kcal per mole
* HOMO-LUMO gap: 5.579 eV

***

Record 8
C4H9N2O2 | the ωB97M-V functional and the def2-TZVPD basis

CARTESIAN COORDINATES (ANGSTROEM)
C -1.61372 -0.74602 -0.26154
N -2.89992 -0.49500 -0.90299
C -0.50773 0.41162 -0.13656
C -1.11975 1.78089 0.09239
N 0.45537 -0.23843 0.78446
C 1.81258 -0.17987 0.36074
O 2.61068 -0.89425 1.04595
O 2.15082 0.16038 -0.76794
H -0.97508 -1.46007 -0.80047
H -1.75826 -1.27296 0.67851
H -3.27161 0.35832 -0.50856
H -2.80587 -0.46815 -1.90738
H -0.01781 0.45143 -1.11158
H -2.02836 1.77760 0.70117
H -1.27988 2.13354 -0.95113
H -0.49111 2.58472 0.52254
H 0.27785 0.13944 1.70988

* E_HOMO (spin up / spin down): -9.433 / -9.414 eV
* spin multiplicity: 2
* electronic energy: -417.719082 a.u.
* energy above the lowest of the compared OMol25 structures with the same formula, charge and spin: 16.0 kcal per mole
* HOMO-LUMO gap (spin up / spin down): 10.117 / 6.356 eV

***

Record 9
C4H9N2O2 | the ωB97M-V functional and the def2-TZVPD basis

CARTESIAN COORDINATES (ANGSTROEM)
N 2.26525 1.13668 -1.66908
C 0.83236 0.81478 -1.31613
C 0.91285 -0.32424 -0.30934
O 2.02667 -0.75136 -0.04577
N -0.23312 -0.83193 0.17819
C -1.52640 -0.14802 0.10575
C -2.33342 -0.49245 1.35484
O -2.40300 0.27122 2.27294
H 2.72609 1.58346 -0.87497
H 2.74497 0.24824 -1.84291
H 2.30190 1.72512 -2.50103
H 0.37147 1.73798 -0.98317
H 0.33802 0.51133 -2.23658
H -0.07011 -1.45622 0.96146
H -2.05128 -0.47347 -0.80313
H -1.40257 0.93416 0.07938
H -2.79495 -1.49944 1.37735

* net charge: +1
* E_HOMO: -13.635 eV
* electronic energy: -417.549890 a.u.
* energy above the lowest of the compared OMol25 structures with the same formula, charge and spin: 19.7 kcal per mole
* HOMO-LUMO gap: 9.849 eV

***

Record 10
C4H9N2O2 | the ωB97M-V functional and the def2-TZVPD basis

CARTESIAN COORDINATES (ANGSTROEM)
C 1.04087 1.68320 -1.45151
C 0.35602 1.26240 -0.23015
C 0.34208 -0.24443 0.05667
N -0.92468 -0.29395 0.87872
C -1.09071 -1.23315 1.91048
N -1.60761 0.73128 0.69908
O -2.57139 1.03078 1.31020
O -1.11638 1.55312 -0.16846
H 2.09728 1.41760 -1.31738
H 0.83436 2.69315 -1.89602
H 0.75305 0.95848 -2.23330
H 0.84216 1.72650 0.68060
H 0.31833 -1.07041 -0.67388
H 1.12896 -0.34217 0.80092
H -1.24326 -2.28069 1.73826
H -0.17484 -1.19606 2.48576
H -1.93043 -0.95864 2.57214

* net charge: +1
* E_HOMO: -16.008 eV
* electronic energy: -417.378123 a.u.
* energy above the lowest of the compared OMol25 structures with the same formula, charge and spin: 127.5 kcal per mole
* HOMO-LUMO gap: 11.269 eV

***

Record 11
C4H9N2O2 | the ωB97M-V functional and the def2-TZVPD basis

CARTESIAN COORDINATES (ANGSTROEM)
C -0.49593 1.64054 1.64780
O 0.13518 1.60667 0.39655
N 0.10418 0.67072 -0.69581
C 0.68885 1.34398 -1.78512
C -0.15520 -0.53732 -0.73630
N -0.73698 -1.55024 -0.12096
C 0.19537 -2.53606 0.31755
O -1.93014 -1.74281 -0.07063
H -0.05625 0.86955 2.26663
H -0.18815 2.59860 2.01183
H -1.65616 1.55023 1.62044
H 1.74326 1.20070 -1.70665
H 0.66298 1.07099 -2.73820
H 0.37296 2.39194 -1.82998
H 0.61586 -3.01410 -0.61730
H -0.29696 -3.26578 0.97903
H 0.99714 -2.29761 1.06111

* net charge: +1
* E_HOMO (spin up / spin down): -14.742 / -14.741 eV
* electronic energy: -417.260558 a.u.
* energy above the lowest of the compared OMol25 structures with the same formula, charge and spin: 201.3 kcal per mole
* HOMO-LUMO gap (spin up / spin down): 9.064 / 9.067 eV

***

Record 12
C4H9N2O2 | the ωB97M-V functional and the def2-TZVPD basis

CARTESIAN COORDINATES (ANGSTROEM)
C -0.11225 0.56616 -1.15441
C -2.26042 0.05990 -0.29444
C 2.04740 -0.41577 -0.47410
C -3.04292 -0.56818 0.87678
N 1.22836 0.48580 -1.02597
N 2.92020 0.05407 0.70319
O -0.63520 1.29812 -1.95081
O -0.97610 -0.16190 -0.33591
H -2.79465 0.72479 -1.00661
H 1.74053 -1.44989 -0.29049
H -3.91347 -0.00216 1.23664
H -2.34379 -0.68990 1.78327
H -3.15820 -1.60432 0.59881
H 1.82055 1.16627 -1.44753
H 3.90434 -0.26348 0.46351
H 2.60287 -0.29536 1.62688
H 2.97276 1.09584 0.69121

* net charge: +1
* E_HOMO (spin up / spin down): -10.288 / -13.371 eV
* electronic energy: -417.397801 a.u.
* energy above the lowest of the compared OMol25 structures with the same formula, charge and spin: 115.2 kcal per mole
* HOMO-LUMO gap (spin up / spin down): 4.700 / 9.430 eV

***

Record 13
C4H9N2O2S | the ωB97M-V functional and the def2-TZVPD basis

CARTESIAN COORDINATES (ANGSTROEM)
C 1.69695 -1.34733 -0.92796
O 0.77195 -0.24843 -0.90565
N 1.02975 0.72846 0.00282
O 2.01747 0.67328 0.70297
C -0.04648 1.56815 0.29047
C -1.04023 2.09692 -0.69800
N -1.42137 1.03795 0.16427
S -1.73931 -0.52631 -0.32241
C -1.26310 -1.42580 1.18381
H 1.10240 -2.22392 -1.17433
H 2.40986 -1.16646 -1.73989
H 2.22991 -1.43920 0.01483
H 0.17129 2.15456 1.18169
H -1.47260 3.05736 -0.43659
H -0.93552 1.90847 -1.75762
H -0.96977 -0.73020 1.96208
H -0.43954 -2.09291 0.93422
H -2.10165 -2.02459 1.52528

* net charge: +1
* E_HOMO (spin up / spin down): -12.721 / -13.080 eV
* electronic energy: -815.518106 a.u.
* energy above the lowest of the compared OMol25 structures with the same formula, charge and spin: 126.5 kcal per mole
* HOMO-LUMO gap (spin up / spin down): 6.312 / 7.575 eV

***

Record 14
C4H9N2O3S2 | the ωB97M-V functional and the def2-TZVPD basis

CARTESIAN COORDINATES (ANGSTROEM)
C 1.41056 2.35705 -0.97920
C -1.02911 1.24123 -0.90567
C -1.59431 -0.18556 -0.93232
C 0.50668 1.21438 -0.78241
N 1.91212 -2.31836 1.77930
N 0.23209 -0.27881 1.54567
O 2.07102 3.26860 -0.49530
O 1.27939 1.66965 -2.04826
O 0.97196 -1.58934 -0.45062
S -2.45560 -0.64410 0.62236
S 0.83078 -1.58851 1.06755
H -1.30854 1.86411 -1.70190
H -1.50057 1.54985 0.06911
H -2.21540 -0.28835 -1.78573
H -0.74312 -0.79836 -0.82589
H 0.86275 0.41860 -0.26114
H 2.22183 -2.95527 1.06222
H 0.25735 -0.22139 2.52533
H -1.34607 -0.21325 1.38463
H -0.36379 -2.50216 1.11227

* net charge: -1
* E_HOMO: -4.888 eV
* electronic energy: -1289.308228 a.u.
* energy above the lowest of the compared OMol25 structures with the same formula, charge and spin: 61.1 kcal per mole
* HOMO-LUMO gap: 8.203 eV

***

Record 15
C4H9N2OS | the ωB97M-V functional and the def2-TZVPD basis

CARTESIAN COORDINATES (ANGSTROEM)
C -1.61523 -0.06618 0.06565
C -0.66011 -0.75474 0.56214
C 3.37190 0.10473 -0.24771
C 4.44319 0.70321 -1.00458
N 2.42796 -0.37035 0.19562
N 0.24112 -1.27574 1.15628
O -2.56442 -0.36232 -0.84949
S -5.05668 0.87067 0.31022
H -1.94312 0.72236 0.82649
H 4.46675 1.64959 -0.52357
H 4.16994 0.80045 -2.05072
H 5.38553 0.09487 -0.98958
H -3.07452 0.44787 -1.10545
H -5.95620 0.86835 1.28562
H 0.14725 -2.22586 1.54489
H 1.28809 -0.85549 0.96942
H -5.07147 -0.35141 -0.14523

* net charge: +1
* E_HOMO: -12.744 eV
* electronic energy: -740.392328 a.u.
* energy above the lowest of the compared OMol25 structures with the same formula, charge and spin: 94.5 kcal per mole
* HOMO-LUMO gap: 8.825 eV